## P
Computed, not measured: a cluster of 2 separate species, C2H6O2S in total, with ωB97M-V/def2-TZVPD.

```
! RIJCOSX wB97M-V def2-TZVPD def2/J DEFGRID3
* xyz 0 1
O -1.327 -1.673 -1.397
C -0.726 -0.765 -1.877
O 0.590 -0.724 -2.192
H -1.189 0.242 -1.845
H 1.011 -0.125 -1.557
C -0.080 0.266 1.744
S 0.513 1.471 0.520
H -0.033 -0.780 1.463
H -1.107 0.522 1.982
H 0.516 0.428 2.645
H 1.833 1.139 0.513
*
```

Results
LUMO energy: 0.53 eV
E_HOMO: -9.802 eV
Structure (SMILES): O=CO.CS


## Q
Computed, not measured: a cluster of 2 separate species, C2H6O2S in total, with ωB97M-V/def2-TZVPD.

```
! RIJCOSX wB97M-V def2-TZVPD def2/J DEFGRID3
* xyz 0 1
C 1.258 -0.493 0.402
C -1.639 0.705 1.147
O -1.885 -0.547 -1.146
O 2.378 -1.241 0.142
S -1.590 -0.875 0.299
H 1.314 -0.075 1.362
H 1.089 0.204 -0.424
H 2.409 -1.582 -0.787
H -1.118 0.561 2.039
H -2.619 1.093 1.179
H -1.004 1.380 0.410
*
```

Results
LUMO energy (spin up / spin down): -0.52 / 0.48 eV
E_HOMO (spin up / spin down): -8.147 / -8.487 eV


Which one sits at the bottom of the stability order? Q does.


## P
Computed, not measured: a structure of composition C5H15N3, with ωB97M-V/def2-TZVPD.

```
! RIJCOSX wB97M-V def2-TZVPD def2/J DEFGRID3
* xyz 0 1
C 1.577 0.442 0.180
C 2.226 -0.395 -0.907
C 1.557 1.838 0.064
H 1.755 0.051 1.183
H 0.229 0.047 0.088
H 2.000 0.014 -1.896
H 3.312 -0.402 -0.795
H -0.190 1.962 -0.265
H 1.878 2.303 -0.861
H 1.594 2.455 0.952
H 1.876 -1.431 -0.882
C -1.496 -1.628 1.544
N -1.650 -0.251 1.134
C -1.136 0.173 -0.109
N -1.490 -0.635 -1.250
N -1.213 1.538 -0.279
H -2.543 0.168 1.349
H -1.423 -1.626 -1.056
H -0.899 -0.426 -2.047
H -1.630 1.786 -1.170
H -0.444 -1.914 1.466
H -2.099 -2.347 0.969
H -1.790 -1.723 2.589
*
```

Results
LUMO energy: 0.92 eV
E_HOMO: -7.312 eV


## Q
Computed, not measured: a structure of composition C5H15N3, with ωB97M-V/def2-TZVPD.

```
! RIJCOSX wB97M-V def2-TZVPD def2/J DEFGRID3
* xyz 0 1
N 0.984 -2.199 -1.808
C -0.097 -1.206 -2.380
C -0.812 -0.630 -1.160
N -0.106 0.382 -0.351
C 1.342 0.643 -0.532
C -0.339 0.230 1.080
C -0.745 1.481 1.858
N -0.430 1.385 3.287
H 1.511 -2.547 -2.611
H 0.195 -0.329 -2.992
H -0.824 -1.676 -3.045
H 1.223 -1.174 -1.955
H -1.777 -0.209 -1.456
H -1.041 -1.457 -0.480
H 1.856 -0.312 -0.535
H 1.423 1.067 -1.535
H 1.676 1.323 0.235
H -1.027 -0.588 1.314
H 0.613 -0.036 1.567
H -1.810 1.707 1.788
H -0.283 2.408 1.510
H 0.317 0.751 3.538
H -1.237 1.117 3.827
*
```

Results
LUMO energy: 0.98 eV
E_HOMO: -8.202 eV


Which one sits at the bottom of the stability order? Q does.


## P
Computed, not measured: a cluster of 2 separate species, C6H13N2 in total, with ωB97M-V/def2-TZVPD.

```
! RIJCOSX wB97M-V def2-TZVPD def2/J DEFGRID3
* xyz 1 1
C 2.006 0.514 -0.413
C 3.046 0.142 -1.047
C 0.186 1.846 0.922
C 0.804 0.745 0.131
C 4.054 -0.899 -0.488
C -2.307 -1.047 -1.180
N -1.076 1.821 1.157
N -2.518 -0.281 0.164
H 3.371 0.492 -2.024
H 0.876 2.704 1.084
H 0.160 -0.031 -0.216
H 4.500 -1.603 -1.159
H 3.582 -1.394 0.301
H 4.829 -0.247 -0.037
H -1.904 -2.196 -1.322
H -3.369 -1.096 -1.579
H -1.733 -0.409 -1.844
H -1.499 0.975 0.691
H -1.597 2.596 1.620
H -2.656 -0.947 0.924
H -3.419 0.198 -0.044
*
```

Results
LUMO energy: -4.42 eV
E_HOMO: -13.618 eV


## Q
Computed, not measured: the ion C6H13N2 with charge +1, with ωB97M-V/def2-TZVPD.

```
! RIJCOSX wB97M-V def2-TZVPD def2/J DEFGRID3
* xyz 1 1
C -1.994 0.796 0.433
C 0.267 0.536 -0.628
C -0.877 1.272 0.369
C -3.035 -0.213 0.385
C 1.597 -1.170 0.463
C 2.277 1.346 0.186
N 1.424 0.203 -0.042
N -0.372 -0.666 -1.201
H -0.259 2.018 0.841
H -2.776 -1.019 1.132
H -3.273 -0.544 -0.646
H -3.954 0.283 0.662
H 2.573 -1.297 1.003
H 0.680 -1.491 0.988
H 1.652 -1.969 -0.319
H 3.438 0.971 0.264
H 2.391 1.960 -0.660
H 2.117 1.841 1.147
H -1.245 -0.485 -1.871
H -0.831 -1.323 -0.584
H 0.200 -1.048 -1.923
*
```

Results
LUMO energy (spin up / spin down): -4.17 / -3.85 eV
E_HOMO (spin up / spin down): -11.590 / -11.651 eV


Which one sits at the bottom of the stability order? Q does.


## P
Computed, not measured: a cluster of 9 separate species, C5H31N2O9 in total, with ωB97M-V/def2-TZVPD.

```
! RIJCOSX wB97M-V def2-TZVPD def2/J DEFGRID3
* xyz 1 1
N -0.391 1.205 1.298
C 0.301 2.053 0.282
C 0.814 1.118 -0.826
C 1.764 -0.004 -0.394
O -0.479 0.563 -1.231
C 1.425 2.857 0.964
N 1.093 3.169 2.353
C 2.129 2.729 3.268
H 0.066 0.317 1.478
H -1.361 1.037 1.056
H -0.407 1.679 2.206
H -0.474 2.632 -0.196
H 1.268 1.634 -1.669
H 1.787 -0.715 -1.196
H 1.536 -0.387 0.595
H 2.773 0.398 -0.255
H -0.414 -0.358 -1.567
H 1.430 3.742 0.349
H 2.405 2.393 0.890
H 1.047 4.154 2.532
H 1.846 2.689 4.317
H 2.439 1.691 3.086
H 3.083 3.269 3.250
H 0.907 -2.250 1.931
H 1.747 -3.353 2.725
O 1.735 -2.745 1.983
H -3.234 -3.228 -1.510
H -2.590 -2.089 -2.455
O -2.883 -2.343 -1.576
H 0.027 1.891 -3.075
H -0.283 2.664 -4.368
O 0.183 2.727 -3.527
H -3.063 -1.463 -0.037
H -3.844 -0.934 1.257
O -3.008 -0.948 0.793
H -2.844 -0.119 -2.728
H -1.480 0.255 -3.594
O -2.278 -0.252 -3.484
H 0.416 -2.942 -1.174
H -0.942 -2.405 -0.999
O -0.119 -2.128 -1.343
H 2.584 -3.759 -0.902
H 1.865 -3.784 0.469
O 1.720 -3.875 -0.494
H -1.436 -1.451 1.755
H -1.315 -1.580 3.225
O -0.758 -1.468 2.454
*
```

Results
LUMO energy: -2.61 eV
E_HOMO: -12.932 eV


## Q
Computed, not measured: a cluster of 10 separate species, C5H31N2O9 in total, with ωB97M-V/def2-TZVPD.

```
! RIJCOSX wB97M-V def2-TZVPD def2/J DEFGRID3
* xyz 1 1
C 2.299 -2.371 -2.003
C 1.068 -1.940 -1.212
C -0.131 -1.659 -2.132
C -1.281 -1.051 -1.391
C -2.389 -1.691 -1.004
N -3.432 -1.128 -0.315
N -1.084 0.350 -1.022
H 2.604 -1.579 -2.689
H 2.116 -3.277 -2.575
H 3.133 -2.602 -1.338
H 0.822 -2.734 -0.498
H 1.279 -1.076 -0.568
H -0.405 -2.613 -2.593
H 0.175 -0.988 -2.939
H -2.532 -2.719 -1.316
H -4.186 -1.712 -0.010
H -3.288 -0.252 0.156
H -1.937 0.912 -1.112
H -0.790 0.456 -0.043
H -0.360 0.787 -1.613
H 1.828 -2.367 2.516
H 0.303 -2.083 2.756
O 1.220 -1.796 3.000
H -1.645 -1.621 2.045
H -1.923 -2.687 3.116
O -1.366 -2.508 2.347
H 2.836 2.123 -0.215
H 3.835 1.321 -1.075
O 3.105 1.949 -1.141
H 1.171 -0.109 3.020
H 0.919 1.069 3.974
O 0.933 0.864 3.028
H -2.063 2.616 0.334
H -3.593 2.724 0.645
O -2.872 2.098 0.524
H 0.946 2.261 -3.478
H 1.727 1.932 -2.149
O 0.836 1.954 -2.574
H -0.611 0.803 2.188
H -1.942 1.395 1.586
O -1.395 0.595 1.630
H -0.074 3.024 -1.041
H 0.436 2.824 0.412
O -0.363 2.812 -0.145
H 1.700 1.877 1.933
H 2.394 3.280 1.717
O 1.978 2.534 1.265
*
```

Results
LUMO energy: -2.39 eV
E_HOMO: -11.163 eV


Which one sits at the bottom of the stability order? P does.


## P
Computed, not measured: a cluster of 2 separate species, C3H3NO4 in total, with ωB97M-V/def2-TZVPD.

```
! RIJCOSX wB97M-V def2-TZVPD def2/J DEFGRID3
* xyz 0 1
C 0.701 -0.182 -0.746
C 0.936 1.015 -0.005
C -0.612 -0.686 -0.197
H 1.888 -1.987 -1.236
H 1.742 1.787 -0.100
H -1.665 0.042 2.043
N -1.279 0.511 0.151
O 1.763 -0.660 -1.634
O -0.100 1.456 0.609
O -2.104 0.357 1.213
O -1.269 -1.652 -0.099
*
```

Results
LUMO energy: -0.39 eV
E_HOMO: -9.070 eV


## Q
Computed, not measured: an isolated molecule of C3H3NO4, with ωB97M-V/def2-TZVPD.

```
! RIJCOSX wB97M-V def2-TZVPD def2/J DEFGRID3
* xyz 0 1
O 2.091 1.081 0.194
C 0.893 1.191 -0.013
C 0.055 -0.078 -0.209
N 0.557 -1.212 -0.193
O 1.769 -1.377 -0.050
C -1.574 0.127 -0.154
O -1.931 1.278 -0.173
O -2.355 -0.945 0.290
H 0.242 2.060 0.209
H 2.186 -0.406 -0.026
H -1.934 -1.720 0.124
*
```

Results
LUMO energy: -0.76 eV
E_HOMO: -10.018 eV
Structure (SMILES): O=C/C(=N\O)C(=O)O


## R
Computed, not measured: an isolated molecule of C3H3NO4, with ωB97M-V/def2-TZVPD.

```
! RIJCOSX wB97M-V def2-TZVPD def2/J DEFGRID3
* xyz 0 1
O -2.592 0.903 0.419
C -1.526 0.232 0.362
C -0.691 -0.870 0.757
C 0.532 -0.834 0.281
O 1.737 -1.575 0.158
N 0.627 0.521 -0.060
O 1.677 0.461 -1.183
O -0.539 1.085 -0.290
H -1.058 -1.821 0.782
H 2.178 -1.232 -0.698
H 2.346 1.253 -0.896
*
```

Results
LUMO energy: -0.28 eV
E_HOMO: -9.620 eV
Structure (SMILES): O=c1cc(O)n(O)o1


Which one sits at the bottom of the stability order? P does.


## P
Computed, not measured: an isolated molecule of C2H12Si4, with ωB97M-V/def2-TZVPD.

```
! RIJCOSX wB97M-V def2-TZVPD def2/J DEFGRID3
* xyz 0 1
Si -2.006 0.097 -1.419
C -0.490 -0.343 -0.111
Si -0.278 -2.298 0.120
C 0.373 0.520 0.465
Si 1.942 0.057 1.493
Si 0.416 2.257 -0.209
H -1.755 0.428 -2.862
H -2.799 1.030 -0.767
H -2.559 -1.256 -1.497
H -0.105 -2.925 -1.095
H -1.559 -2.988 0.588
H 0.775 -2.408 1.086
H 1.463 -0.184 2.879
H 2.685 -1.143 1.122
H 2.678 1.232 1.739
H 1.597 2.414 -1.181
H 0.361 3.459 0.683
H -0.738 2.051 -1.035
*
```

Results
LUMO energy: 0.24 eV
E_HOMO: -9.038 eV
Structure (SMILES): [SiH3]C([SiH3])=C([SiH3])[SiH3]


## Q
Computed, not measured: an isolated molecule of C2H12Si4, with ωB97M-V/def2-TZVPD.

```
! RIJCOSX wB97M-V def2-TZVPD def2/J DEFGRID3
* xyz 0 1
C -0.560 -1.058 1.682
C -0.741 -0.957 -1.493
Si 3.474 0.478 -0.401
Si -3.077 0.815 -0.186
Si 1.408 1.111 0.173
Si -0.843 0.088 0.164
H -0.349 -0.526 2.597
H -1.328 -1.729 2.161
H 0.404 -1.549 1.441
H -1.561 -0.542 -2.117
H 0.160 -0.676 -1.997
H -0.690 -2.022 -1.328
H 3.805 -0.716 0.329
H 4.392 0.267 -1.692
H -3.078 1.466 -1.481
H -3.960 1.642 0.655
H 1.501 1.412 1.624
H 1.042 2.497 -0.130
*
```

Results
LUMO energy (spin up / spin down): -1.51 / -1.48 eV
E_HOMO (spin up / spin down): -7.644 / -7.886 eV


Which one sits at the bottom of the stability order? Q does.